a | 14
Properties=species:S:1:pos:R:3:lowdin_charge:R:1 method="wB97M-V/def2-TZVPD" gap_ha=0.3883 homo_ha=-0.3574 e_lumo_ev=0.841
C -0.360 -1.694 0.730 -0.098
C -0.034 -0.741 1.775 -0.279
N -0.015 0.488 1.471 0.051
O 1.022 0.172 -1.115 -0.306
O 0.107 2.680 -0.870 -0.427
O -0.517 1.302 -2.646 -0.290
S -0.265 1.292 -1.022 0.895
H -0.399 -1.218 -0.207 0.017
H 0.239 -2.593 0.643 0.086
H -1.333 -2.092 1.023 0.091
H 0.168 -1.196 2.717 0.106
H 0.124 0.994 2.326 0.059
H -0.396 2.142 -3.047 0.036
H 1.660 0.464 -1.777 0.058

=====

b | 14
Properties=species:S:1:pos:R:3:lowdin_charge:R:1 method="wB97M-V/def2-TZVPD" gap_ha=0.3722 homo_ha=-0.3433 e_lumo_ev=0.787
C -2.027 -0.730 -0.093 -0.072
C -1.663 0.764 -0.001 -0.236
N -0.498 1.101 -0.364 -0.012
O 1.158 -0.751 0.884 -0.310
O 2.357 1.435 0.558 -0.407
O 3.262 -0.573 -0.651 -0.288
S 1.913 0.347 -0.254 0.874
H -2.633 -0.821 -0.954 0.047
H -1.176 -1.455 -0.173 0.073
H -2.784 -1.045 0.645 0.077
H -2.386 1.578 0.317 0.123
H -0.108 2.046 -0.324 0.060
H 3.751 -0.458 0.164 0.032
H 0.834 -1.439 0.246 0.038

=====

It comes down to a, which is 8.6 kcal/mol more stable than the next structure.

=====

a | 8
Properties=species:S:1:pos:R:3:lowdin_charge:R:1 method="wB97M-V/def2-TZVPD" gap_ha="0.2401 / 0.2405" homo_ha="-0.3570 / -0.3571" e_lumo_ev="-3.180 / -3.174"
C -0.434 0.058 -0.374 -0.744
C 0.693 -0.894 -0.037 -0.388
N -1.682 0.233 -0.295 0.114
P 1.200 0.707 -0.934 1.040
Cl 0.637 1.882 1.891 -0.253
H 0.674 -1.167 1.014 0.066
H 1.002 -1.886 -0.544 0.100
H -2.090 1.067 -0.721 0.065

=====

b | 8
Properties=species:S:1:pos:R:3:lowdin_charge:R:1 method="wB97M-V/def2-TZVPD" gap_ha="0.2172 / 0.2174" homo_ha="-0.3510 / -0.3511" e_lumo_ev="-3.641 / -3.640"
C -0.065 -0.650 0.160 -0.687
C 0.767 0.527 -0.052 -0.408
N -1.247 -1.086 0.103 0.133
P 1.764 -1.004 0.095 1.083
Cl 0.620 -2.020 -2.938 -0.371
H 0.536 1.153 -0.933 0.103
H 0.575 1.112 0.805 0.070
H -1.217 -2.091 0.359 0.076

=====

It comes down to a, which is 10.4 kcal/mol more stable than the next structure.

=====

a | 14
Properties=species:S:1:pos:R:3:lowdin_charge:R:1 method="wB97M-V/def2-TZVPD" gap_ha=0.2293 total_charge=-1 homo_ha=-0.0904 smiles=[O-]CNCCO e_lumo_ev=3.780
O 2.248 1.524 -0.540 -0.356
C 2.047 0.270 -0.116 -0.602
N 0.781 -0.014 0.659 -0.084
C -0.370 0.142 -0.269 -0.252
C -1.628 -0.334 0.506 -0.242
O -2.579 -0.983 -0.383 -0.110
H 2.034 -0.482 -0.944 0.070
H 2.851 -0.060 0.573 0.063
H 0.790 0.770 1.305 0.079
H -0.131 -0.504 -1.114 0.100
H -0.524 1.164 -0.633 0.103
H -2.039 0.505 1.070 0.100
H -1.258 -1.138 1.137 0.092
H -2.223 -0.861 -1.252 0.040

=====

b | 14
Properties=species:S:1:pos:R:3:lowdin_charge:R:1 method="wB97M-V/def2-TZVPD" gap_ha=0.2508 total_charge=-1 homo_ha=-0.0954 smiles=N[C@H](C[O-])CO e_lumo_ev=4.230
N -0.511 -1.025 1.097 -0.027
C -0.477 -0.107 -0.102 -0.364
C 0.209 -0.405 -1.461 -0.635
O -0.131 0.444 -2.337 -0.260
C 0.341 1.179 0.382 -0.171
O 0.169 1.277 1.858 -0.143
H 0.530 -1.224 1.068 0.083
H -0.608 -1.992 0.672 0.073
H -1.532 0.069 -0.340 0.124
H -0.113 -1.457 -1.668 0.074
H 1.252 -0.442 -1.198 0.064
H -0.082 1.962 -0.150 0.070
H 1.394 1.142 0.095 0.102
H -0.440 0.577 2.086 0.011

=====

It comes down to a, which is 17.6 kcal/mol more stable than the next structure.

=====

a | 138
Properties=species:S:1:pos:R:3:lowdin_charge:R:1 method="wB97M-V/def2-TZVPD" gap_ha=0.3170 homo_ha=-0.2994 smiles=CC1(C)CCCC(C)(C)N1O.CC1(C)CCCC(C)(C)N1O.CC1(C)CCCC(C)(C)N1O.CCO.CCO.CO.CO.CO.CO.CO e_lumo_ev=0.479
C -3.896 0.611 -3.866 -0.027
C -3.671 -0.906 -3.754 -0.521
C -3.596 -1.432 -5.184 -0.039
C -2.363 -1.275 -3.050 -0.141
C -2.397 -0.954 -1.569 -0.172
C -3.533 -1.741 -0.920 -0.134
C -4.907 -1.510 -1.583 -0.508
C -5.807 -2.682 -1.185 -0.042
C -5.518 -0.203 -1.057 -0.029
N -4.749 -1.598 -3.048 -0.081
O -5.994 -1.280 -3.667 -0.026
H -4.053 1.147 -2.927 0.065
H -3.116 1.171 -4.382 0.077
H -4.842 0.738 -4.397 0.085
H -4.524 -1.215 -5.714 0.079
H -2.736 -1.041 -5.725 0.089
H -3.496 -2.524 -5.196 0.088
H -2.153 -2.329 -3.250 0.119
H -1.557 -0.695 -3.515 0.112
H -1.458 -1.241 -1.089 0.100
H -2.561 0.116 -1.415 0.090
H -3.583 -1.490 0.142 0.109
H -3.326 -2.812 -1.024 0.116
H -5.785 -2.863 -0.108 0.087
H -5.444 -3.605 -1.643 0.087
H -6.832 -2.516 -1.520 0.080
H -6.433 0.091 -1.569 0.085
H -4.780 0.594 -1.137 0.052
H -5.762 -0.330 0.000 0.087
H -6.343 -2.137 -3.928 0.107
C -2.287 5.197 -0.555 -0.041
C -2.714 4.751 0.842 -0.512
C -1.988 5.645 1.866 -0.011
C -4.224 4.981 0.939 -0.138
C -4.888 4.213 2.076 -0.173
C -4.547 2.735 1.988 -0.128
C -3.040 2.487 2.005 -0.503
C -2.430 2.717 3.396 -0.007
C -2.799 1.036 1.600 -0.028
N -2.435 3.323 0.955 -0.071
O -1.063 3.031 0.735 -0.050
H -2.719 4.550 -1.326 0.087
H -2.577 6.226 -0.769 0.089
H -1.206 5.118 -0.700 0.074
H -1.007 5.241 2.123 0.070
H -1.854 6.657 1.488 0.086
H -2.541 5.709 2.807 0.073
H -4.387 6.050 1.106 0.124
H -4.706 4.753 -0.017 0.121
H -4.495 4.616 3.018 0.101
H -5.960 4.408 2.111 0.113
H -4.981 2.299 1.086 0.115
H -4.948 2.231 2.873 0.126
H -2.680 3.708 3.771 0.069
H -1.347 2.605 3.334 0.076
H -2.829 1.984 4.100 0.087
H -3.231 0.795 0.629 0.056
H -3.184 0.349 2.359 0.091
H -1.732 0.799 1.532 0.076
H -1.086 2.623 -0.142 0.076
C 5.629 0.014 2.915 -0.028
C 5.534 -1.268 2.103 -0.505
C 5.580 -2.469 3.084 -0.028
C 4.175 -1.317 1.393 -0.133
C 4.121 -2.279 0.221 -0.161
C 5.280 -1.982 -0.732 -0.142
C 6.652 -2.131 -0.084 -0.528
C 7.047 -3.598 0.118 -0.025
C 7.667 -1.505 -1.049 -0.036
N 6.621 -1.327 1.130 -0.101
O 7.885 -1.256 1.746 -0.014
H 5.011 -0.052 3.811 0.084
H 6.648 0.239 3.232 0.080
H 5.302 0.888 2.344 0.082
H 5.431 -3.420 2.577 0.067
H 6.535 -2.478 3.620 0.080
H 4.818 -2.381 3.861 0.082
H 3.415 -1.642 2.107 0.123
H 3.928 -0.330 1.000 0.096
H 4.218 -3.322 0.542 0.119
H 3.207 -2.185 -0.366 0.085
H 5.204 -0.930 -1.031 0.115
H 5.179 -2.584 -1.637 0.122
H 8.121 -3.701 0.288 0.081
H 6.766 -4.197 -0.750 0.088
H 6.568 -4.077 0.975 0.065
H 7.623 -2.059 -1.993 0.089
H 8.681 -1.569 -0.660 0.077
H 7.422 -0.472 -1.292 0.086
H 8.011 -2.092 2.223 0.090
C -1.254 -3.405 1.880 -0.080
C -0.593 -4.029 0.664 -0.303
O 0.819 -3.874 0.780 -0.104
H -2.331 -3.594 1.926 0.075
H -1.111 -2.323 1.903 0.053
H -0.790 -3.845 2.764 0.072
H -0.929 -3.555 -0.267 0.093
H -0.789 -5.097 0.610 0.112
H 1.015 -2.925 0.809 0.034
C 0.107 -1.591 5.130 -0.075
C -0.499 -0.485 4.303 -0.281
O 0.377 -0.117 3.208 -0.104
H 1.057 -1.309 5.579 0.078
H 0.281 -2.462 4.492 0.066
H -0.592 -1.907 5.906 0.080
H -0.584 0.421 4.908 0.113
H -1.459 -0.775 3.879 0.099
H 0.664 0.788 3.363 0.091
C 3.065 0.173 -3.797 -0.167
O 3.088 -0.646 -4.953 -0.121
H 2.034 0.359 -3.485 0.048
H 3.669 -0.222 -2.972 0.068
H 3.558 1.105 -4.079 0.082
H 2.746 -1.526 -4.744 0.038
C -0.611 2.255 -3.175 -0.111
O -0.094 2.771 -1.950 -0.140
H -0.942 3.078 -3.813 0.090
H 0.146 1.682 -3.716 0.071
H -1.459 1.636 -2.905 0.049
H 0.481 3.524 -2.105 0.088
C 1.358 -2.783 -2.713 -0.140
O 2.472 -3.084 -3.525 -0.111
H 1.436 -3.023 -1.649 0.065
H 1.194 -1.703 -2.763 0.063
H 0.415 -3.184 -3.103 0.083
H 2.586 -4.035 -3.594 0.095
C 2.127 3.738 1.228 -0.142
O 1.127 3.941 2.218 -0.147
H 2.122 2.717 0.837 0.050
H 1.894 4.375 0.364 0.077
H 3.084 3.978 1.678 0.080
H 0.291 3.624 1.841 0.011
C 1.407 0.169 -0.042 -0.124
O 0.800 -0.947 0.590 -0.149
H 0.633 0.902 -0.286 0.066
H 2.195 0.612 0.566 0.057
H 1.895 -0.142 -0.969 0.068
H 0.717 -0.704 1.528 0.035

=====

b | 138
Properties=species:S:1:pos:R:3:lowdin_charge:R:1 method="wB97M-V/def2-TZVPD" gap_ha=0.3105 homo_ha=-0.2933 smiles=CC1(C)CCCC(C)(C)N1O.CC1(C)CCCC(C)(C)N1O.CC1(C)CCCC(C)(C)N1O.CCO.CCO.CO.CO.CO.CO.CO e_lumo_ev=0.466
C 1.177 0.489 7.096 -0.035
C 2.158 -0.505 6.542 -0.477
C 3.117 -1.025 7.641 -0.040
C 1.477 -1.799 5.971 -0.108
C 0.545 -1.434 4.784 -0.167
C 1.416 -0.782 3.691 -0.127
C 2.337 0.409 4.102 -0.477
C 3.488 0.523 3.065 -0.018
C 1.479 1.647 4.083 -0.039
N 2.939 0.141 5.428 -0.139
O 3.828 1.089 5.834 -0.001
H 0.862 0.252 8.112 0.087
H 1.594 1.488 7.217 0.083
H 0.257 0.565 6.515 0.072
H 2.563 -1.549 8.419 0.079
H 3.909 -1.687 7.291 0.086
H 3.558 -0.180 8.171 0.076
H 2.177 -2.597 5.725 0.118
H 0.857 -2.201 6.773 0.114
H 0.024 -2.301 4.377 0.096
H -0.329 -0.807 4.959 0.096
H 0.766 -0.529 2.853 0.106
H 2.028 -1.626 3.375 0.094
H 4.083 1.404 3.304 0.077
H 3.156 0.727 2.047 0.062
H 4.131 -0.355 3.124 0.088
H 1.989 2.531 4.466 0.085
H 0.536 1.545 4.620 0.074
H 1.133 1.914 3.085 0.069
H 3.284 1.856 6.028 0.076
C 0.323 -3.777 -3.289 -0.045
C 1.292 -3.745 -2.143 -0.458
C 2.545 -4.639 -2.557 -0.012
C 1.707 -2.257 -1.883 -0.116
C 2.499 -1.979 -0.584 -0.150
C 1.794 -2.556 0.636 -0.145
C 1.316 -4.021 0.508 -0.484
C 2.461 -4.992 0.657 -0.018
C 0.263 -4.159 1.612 -0.026
N 0.619 -4.147 -0.829 -0.097
O -0.016 -5.414 -0.972 -0.024
H -0.591 -3.238 -3.040 0.068
H 0.756 -3.277 -4.155 0.096
H 0.031 -4.808 -3.486 0.090
H 3.449 -4.145 -2.199 0.069
H 2.482 -5.675 -2.226 0.072
H 2.740 -4.677 -3.629 0.080
H 2.306 -1.953 -2.741 0.119
H 0.790 -1.669 -1.909 0.094
H 3.482 -2.445 -0.649 0.102
H 2.680 -0.929 -0.355 0.104
H 0.991 -1.921 1.008 0.094
H 2.569 -2.450 1.395 0.110
H 3.344 -4.690 0.094 0.076
H 2.092 -5.976 0.367 0.087
H 2.798 -4.860 1.685 0.093
H 0.690 -4.251 2.611 0.085
H -0.315 -5.073 1.475 0.081
H -0.482 -3.365 1.659 0.079
H 0.677 -5.962 -1.347 0.070
C -1.612 -0.356 -3.900 -0.046
C -1.287 0.979 -4.487 -0.481
C -2.450 1.997 -4.142 0.002
C -0.018 1.484 -3.789 -0.149
C 0.748 2.585 -4.525 -0.186
C 1.073 2.013 -5.883 -0.134
C -0.201 1.708 -6.773 -0.473
C -0.909 2.966 -7.257 -0.043
C 0.311 1.036 -8.024 -0.053
N -1.042 0.777 -5.939 -0.095
O -2.173 0.370 -6.658 -0.012
H -0.833 -1.096 -4.082 0.078
H -1.788 -0.313 -2.825 0.073
H -2.552 -0.711 -4.322 0.086
H -2.230 3.000 -4.507 0.065
H -3.421 1.645 -4.491 0.086
H -2.428 2.163 -3.065 0.055
H -0.231 1.921 -2.814 0.095
H 0.688 0.696 -3.525 0.113
H 0.277 3.565 -4.439 0.110
H 1.744 2.763 -4.119 0.109
H 1.655 1.110 -5.703 0.117
H 1.775 2.731 -6.308 0.121
H -0.301 3.744 -7.719 0.086
H -1.428 3.472 -6.443 0.062
H -1.683 2.797 -8.006 0.085
H -0.405 0.446 -8.595 0.080
H 1.194 0.441 -7.789 0.080
H 0.560 1.763 -8.798 0.084
H -2.008 -0.565 -6.797 0.102
C -1.309 5.025 -0.101 -0.056
C -0.154 5.598 -0.971 -0.252
O 1.135 5.195 -0.448 -0.102
H -1.003 4.825 0.926 0.052
H -1.645 4.064 -0.492 0.056
H -2.143 5.718 0.012 0.077
H -0.161 6.681 -1.092 0.101
H -0.128 5.349 -2.032 0.103
H 1.153 5.378 0.494 0.085
C -3.600 -1.403 3.127 -0.083
C -5.094 -1.226 3.423 -0.339
O -5.351 -1.581 4.741 -0.066
H -3.430 -0.948 2.152 0.055
H -3.205 -2.412 3.241 0.073
H -3.025 -0.817 3.845 0.061
H -5.710 -1.854 2.779 0.108
H -5.327 -0.181 3.214 0.106
H -6.063 -2.224 4.728 0.081
C -0.874 0.912 -0.138 -0.160
O -1.228 -0.089 0.730 -0.140
H -0.326 1.658 0.438 0.078
H -0.275 0.517 -0.959 0.074
H -1.790 1.386 -0.491 0.068
H -1.332 -0.814 0.110 0.017
C 3.030 2.531 -0.527 -0.153
O 3.520 3.714 -1.180 -0.135
H 2.036 2.231 -0.859 0.061
H 3.778 1.746 -0.641 0.074
H 2.980 2.722 0.545 0.060
H 2.820 4.347 -1.358 0.033
C -4.538 2.518 -0.404 -0.161
O -5.211 3.595 -1.015 -0.118
H -3.894 2.039 -1.142 0.058
H -3.921 2.843 0.435 0.056
H -5.327 1.848 -0.063 0.085
H -5.913 3.868 -0.420 0.074
C -2.886 -2.798 -0.972 -0.084
O -1.624 -2.172 -0.814 -0.173
H -2.586 -3.845 -0.977 0.093
H -3.462 -2.519 -0.089 0.078
H -3.357 -2.403 -1.872 0.081
H -0.972 -2.875 -0.856 0.032
C -1.746 2.807 2.837 -0.122
O -1.868 1.357 2.980 -0.143
H -0.729 2.870 2.448 0.048
H -2.514 3.183 2.161 0.052
H -1.844 3.415 3.736 0.083
H -1.739 0.940 2.125 0.005

=====

It comes down to a, which is 72.0 kcal/mol more stable than the next structure.